Entry 1:
Density functional theory data (ωB97M-V/def2-TZVPD) for C36H35N2O5PV as an isolated structure in a non-equilibrium geometry.

Last column: Löwdin charge in e.
Positions of all 80 atoms, in Å:
V: 0.219 -0.661 1.881  0.99
C: 1.259 1.045 0.659  -0.28
C: 0.841 1.567 1.873  -0.30
C: -0.634 1.619 1.900  -0.21
C: -1.069 1.180 0.648  -0.25
C: 0.069 1.377 -0.329  -0.38
C: 0.353 2.832 -0.775  0.01
C: -2.493 1.250 0.202  -0.01
C: -1.457 2.184 3.042  0.03
C: 1.827 2.134 2.880  0.00
C: 2.761 1.117 0.353  -0.01
H: 1.196 2.828 -1.455  0.09
H: 0.598 3.308 0.199  0.13
H: -0.506 3.233 -1.283  0.08
H: -2.615 0.568 -0.690  0.08
H: -2.710 2.277 -0.077  0.10
H: -3.230 0.987 0.913  0.09
H: -0.840 2.459 3.904  0.09
H: -2.195 1.509 3.323  0.05
H: -2.066 3.078 2.664  0.13
H: 1.417 2.437 3.837  0.08
H: 2.448 2.957 2.431  0.12
H: 2.588 1.316 3.048  0.08
H: 3.430 0.701 1.134  0.10
H: 3.062 2.162 0.298  0.10
H: 3.097 0.644 -0.540  0.03
O: 2.960 -0.962 5.180  0.22
C: 2.016 -0.933 4.297  -0.41
O: 2.207 -0.961 3.076  0.04
C: 0.604 -0.898 4.908  -0.11
C: 0.142 -0.856 6.205  0.04
C: -1.207 -0.944 6.505  0.03
C: -2.121 -1.235 5.498  0.10
C: -1.567 -1.193 4.211  -0.15
N: -0.300 -0.975 3.921  0.08
C: -2.352 -1.336 2.958  -0.55
O: -3.549 -1.383 3.053  0.15
O: -1.625 -1.373 1.878  -0.16
H: 3.788 -1.125 4.682  0.18
H: 0.819 -0.676 6.978  0.12
H: -1.486 -0.785 7.519  0.13
H: -3.157 -1.444 5.626  0.13
O: 0.172 -3.030 0.793  0.01
N: 0.745 -1.928 0.248  -0.07
C: 1.510 -2.243 -0.699  -0.05
C: 2.272 -1.320 -1.489  -0.21
C: 3.593 -1.688 -1.742  0.00
C: 4.348 -1.048 -2.704  -0.03
C: 3.853 0.082 -3.311  -0.01
C: 2.551 0.520 -3.004  -0.06
C: 1.734 -0.199 -2.153  -0.28
P: 0.015 0.290 -1.923  1.24
C: -0.898 -1.326 -2.135  -0.26
C: -1.897 -1.777 -1.266  -0.11
C: -2.803 -2.746 -1.642  -0.04
C: -2.709 -3.418 -2.862  -0.03
C: -1.555 -3.197 -3.584  -0.06
C: -0.740 -2.085 -3.335  -0.05
C: -0.620 1.180 -3.341  -0.27
C: -1.814 1.934 -3.167  -0.08
C: -2.585 2.317 -4.215  -0.08
C: -2.289 1.973 -5.486  -0.04
C: -1.033 1.382 -5.756  -0.03
C: -0.233 0.950 -4.702  -0.07
H: -0.724 -2.844 1.053  0.07
H: 1.680 -3.325 -0.915  0.19
H: 4.002 -2.597 -1.390  0.12
H: 5.313 -1.433 -2.998  0.13
H: 4.491 0.617 -4.005  0.13
H: 2.152 1.339 -3.545  0.10
H: -2.060 -1.245 -0.345  0.06
H: -3.646 -2.946 -1.050  0.11
H: -3.447 -4.158 -3.165  0.13
H: -1.263 -3.806 -4.422  0.11
H: 0.150 -1.938 -3.978  0.12
H: -2.165 2.044 -2.173  0.06
H: -3.562 2.781 -4.040  0.13
H: -2.989 2.157 -6.333  0.14
H: -0.740 1.284 -6.810  0.13
H: 0.674 0.419 -4.942  0.10

* energy: -3163.3434 Eh
* HOMO energy (alpha / beta): -14.134 / -12.773 eV
* relative energy (zero: lowest compared OMol25 entry of this formula, charge and spin): 2.104 eV
* LUMO level (alpha / beta): -6.1 / -6.1 eV
* total charge: +2
* expectation value of S²: 1.15
* molecular weight: 657.60 u
* spin multiplicity: 2

Entry 2:
Density functional theory data (ωB97M-V/def2-TZVPD) for a 2-piece molecular cluster, C3H8F2N overall in a non-equilibrium geometry.

Last column: Löwdin charge in e.
Positions of all 14 atoms, in Å:
C: 0.423 -0.645 -1.232  0.07
C: 0.419 -0.539 1.328  0.06
C: -0.987 1.001 -0.101  -0.12
N: 0.148 0.148 0.010  -0.11
F: -2.013 0.025 -0.042  0.01
F: 1.452 1.384 -0.045  -0.04
H: 0.603 0.117 -2.008  0.13
H: 1.179 -1.416 -1.015  0.13
H: -0.516 -1.125 -1.482  0.12
H: -0.257 -1.413 1.456  0.15
H: 1.403 -1.000 1.353  0.12
H: 0.355 0.181 2.135  0.12
H: -1.035 1.584 -1.115  0.20
H: -1.174 1.698 0.760  0.17

* energy: -373.1747 Eh
* HOMO energy: -18.282 eV
* relative energy (zero: lowest compared OMol25 entry of this formula, charge and spin): 2.900 eV
* LUMO level: -7.9 eV
* total charge: +1
* molecular weight: 96.10 u

Entry 3:
Density functional theory data (ωB97M-V/def2-TZVPD) for an isolated molecule of C5H2N2O2S in a non-equilibrium geometry.

Last column: Löwdin charge in e.
Positions of all 12 atoms, in Å:
C: 0.065 1.546 1.833  -0.27
C: -1.387 1.182 -0.371  -0.17
C: -1.192 0.351 -1.493  -0.34
C: -0.689 1.363 0.791  0.04
C: 0.604 -1.125 -0.131  -0.31
N: 0.761 1.808 2.736  0.19
N: 1.616 -1.992 0.271  -0.51
O: 1.562 -2.598 1.325  0.08
O: 2.565 -1.998 -0.518  0.04
S: -0.007 -0.953 -1.594  1.06
H: -2.014 2.014 -0.444  0.09
H: -1.883 0.402 -2.404  0.10

* energy: -849.5407 Eh
* HOMO energy (alpha / beta): -9.191 / -8.926 eV
* relative energy (zero: lowest compared OMol25 entry of this formula, charge and spin): 6.998 eV
* LUMO level (alpha / beta): -1.9 / -3.0 eV
* total charge: 0
* molecular weight: 154.15 u

Entry 4:
Density functional theory data (ωB97M-V/def2-TZVPD) for a 4-piece molecular cluster, C18H48N4O5 overall in a non-equilibrium geometry.

Last column: Löwdin charge in e.
Positions of all 75 atoms, in Å:
C: 2.782 0.926 6.222  -0.11
O: 1.525 1.169 5.629  -0.18
C: 1.447 1.266 4.208  -0.19
C: 0.068 1.745 3.592  -0.44
C: -0.315 3.197 3.919  -0.03
N: -0.861 0.744 3.877  0.04
H: 3.099 -0.114 6.136  0.08
H: 2.825 1.075 7.301  0.08
H: 3.556 1.594 5.844  0.08
H: 2.196 2.039 4.035  0.11
H: 1.896 0.512 3.562  0.11
H: 0.242 1.730 2.516  0.12
H: 0.551 3.842 4.064  0.08
H: -0.886 3.233 4.848  0.08
H: -0.805 3.606 3.036  0.06
H: -0.438 -0.139 3.630  0.07
H: -0.951 0.700 4.882  0.08
C: 1.659 -0.550 -1.114  -0.13
O: 2.014 -1.889 -1.048  -0.19
C: 2.436 -2.490 0.178  -0.16
C: 3.649 -1.762 0.825  -0.50
C: 4.802 -1.327 0.002  -0.06
N: 4.073 -2.555 1.918  0.04
H: 1.583 -0.264 -2.163  0.10
H: 2.389 0.124 -0.665  0.07
H: 0.807 -0.301 -0.483  0.08
H: 1.592 -2.549 0.865  0.11
H: 2.813 -3.512 0.138  0.12
H: 3.202 -0.839 1.195  0.11
H: 4.570 -0.856 -0.953  0.08
H: 5.328 -2.230 -0.311  0.08
H: 5.649 -0.898 0.538  0.08
H: 4.936 -2.192 2.296  0.07
H: 3.460 -2.485 2.718  0.08
C: -1.412 -3.504 -1.978  -0.08
O: -2.657 -2.885 -1.658  -0.19
C: -2.745 -1.833 -0.741  -0.20
C: -2.162 -2.138 0.689  -0.42
C: -2.684 -3.498 1.293  -0.04
N: -2.614 -1.102 1.583  0.02
H: -0.752 -2.733 -2.377  0.08
H: -1.678 -4.322 -2.648  0.09
H: -0.933 -4.023 -1.148  0.07
H: -2.344 -0.915 -1.169  0.10
H: -3.732 -1.384 -0.628  0.12
H: -1.073 -2.167 0.731  0.11
H: -2.355 -3.782 2.292  0.07
H: -2.328 -4.292 0.636  0.06
H: -3.766 -3.365 1.291  0.08
H: -2.117 -1.062 2.462  0.04
H: -2.498 -0.167 1.221  0.06
C: -0.758 -0.650 -6.423  -0.08
O: -1.394 0.468 -5.778  -0.19
C: -2.143 0.168 -4.620  -0.25
C: -3.015 1.378 -4.302  -0.22
N: -2.282 2.608 -4.001  -0.04
C: -1.504 2.477 -2.696  -0.16
C: -0.685 3.806 -2.293  -0.18
O: 0.141 3.609 -1.158  -0.18
C: -0.449 3.577 0.056  -0.18
H: -0.325 -1.283 -5.649  0.08
H: 0.092 -0.248 -6.973  0.09
H: -1.375 -1.309 -7.034  0.09
H: -1.608 -0.115 -3.713  0.10
H: -2.740 -0.729 -4.784  0.12
H: -3.623 1.212 -3.412  0.11
H: -3.704 1.505 -5.137  0.12
H: -1.629 2.624 -4.771  0.09
H: -0.695 1.748 -2.651  0.09
H: -2.107 2.195 -1.834  0.10
H: -1.413 4.608 -2.170  0.11
H: -0.033 4.150 -3.095  0.12
H: 0.272 3.918 0.799  0.09
H: -0.836 2.590 0.311  0.08
H: -1.233 4.312 0.239  0.09

* SMILES: COC[C@H](C)N.COC[C@H](C)N.COC[C@H](C)N.COCCNCCOC
* energy: -1309.6128 Eh
* HOMO energy: -9.026 eV
* relative energy (zero: lowest compared OMol25 entry of this formula, charge and spin): 2.105 eV
* LUMO level: 0.4 eV
* total charge: 0
* molecular weight: 400.60 u

Entry 5:
Density functional theory data (ωB97M-V/def2-TZVPD) for an isolated molecule of C15H18N2O in a non-equilibrium geometry.

Last column: Löwdin charge in e.
Positions of all 36 atoms, in Å:
C: 0.648 4.075 3.113  -0.11
C: 1.324 3.953 1.713  -0.25
C: 1.764 2.471 1.590  -0.05
C: 1.425 1.578 0.506  -0.17
C: 0.276 1.760 -0.436  -0.10
C: -0.162 0.319 -0.852  -0.21
C: -0.526 0.174 -2.315  -0.17
N: -1.278 -1.058 -2.345  -0.01
C: -1.190 -2.231 -1.496  -0.18
C: -2.299 -2.899 -1.795  -0.08
C: -2.678 -4.015 -1.012  -0.06
C: -1.807 -4.409 0.042  -0.07
C: -0.660 -3.656 0.286  -0.03
C: -0.290 -2.615 -0.479  -0.14
C: 0.967 -1.979 -0.382  -0.35
O: 1.876 -2.730 0.036  0.06
N: 1.049 -0.549 -0.428  0.03
C: 1.986 0.166 0.452  -0.10
H: 1.441 4.088 3.816  0.05
H: 0.195 5.016 3.162  0.04
H: -0.074 3.216 3.243  0.10
H: 2.273 4.577 1.615  0.12
H: 0.660 4.320 0.850  0.11
H: 2.611 2.141 2.148  0.09
H: 0.643 2.308 -1.316  0.13
H: -0.509 2.356 -0.024  0.11
H: -1.084 0.082 -0.262  0.16
H: -1.067 1.070 -2.670  0.13
H: 0.336 0.178 -2.908  0.10
H: -1.969 -1.208 -3.150  0.15
H: -3.066 -2.600 -2.542  0.12
H: -3.630 -4.636 -1.231  0.13
H: -2.164 -5.255 0.607  0.09
H: 0.002 -3.964 1.083  0.12
H: 2.108 -0.284 1.432  0.13
H: 2.868 0.240 -0.050  0.09

* SMILES: CC/C=C1\C[C@H]2CNc3ccccc3C(=O)N2C1
* energy: -767.0317 Eh
* HOMO energy: -7.874 eV
* relative energy (zero: lowest compared OMol25 entry of this formula, charge and spin): 4.180 eV
* LUMO level: 0.7 eV
* total charge: 0
* molecular weight: 242.32 u

Entry 6:
Density functional theory data (ωB97M-V/def2-TZVPD) for C34H42Cl2NOP3SV as an isolated structure in a non-equilibrium geometry.

Last column: Löwdin charge in e.
Positions of all 85 atoms, in Å:
P: 1.094 1.110 -1.947  1.10
C: 2.841 1.401 -2.344  -0.30
C: 3.399 0.860 -3.502  -0.08
H: 2.820 0.202 -4.133  0.11
C: 4.710 1.154 -3.845  -0.05
H: 5.137 0.725 -4.740  0.12
C: 5.470 1.990 -3.041  -0.04
H: 6.493 2.217 -3.309  0.12
C: 4.914 2.540 -1.895  -0.05
H: 5.501 3.195 -1.265  0.12
C: 3.604 2.254 -1.546  -0.07
H: 3.191 2.699 -0.653  0.11
C: 0.556 -0.272 -2.991  -0.32
C: 1.101 -1.531 -2.736  -0.09
H: 1.858 -1.647 -1.974  0.10
C: 0.680 -2.630 -3.465  -0.05
H: 1.109 -3.602 -3.266  0.12
C: -0.281 -2.480 -4.458  -0.05
H: -0.601 -3.338 -5.034  0.12
C: -0.817 -1.227 -4.719  -0.05
H: -1.555 -1.106 -5.500  0.12
C: -0.405 -0.123 -3.988  -0.05
H: -0.840 0.845 -4.178  0.12
C: 0.249 2.621 -2.492  -0.30
C: 0.677 3.303 -3.630  -0.06
H: 1.483 2.911 -4.235  0.12
C: 0.068 4.495 -3.987  -0.05
H: 0.397 5.020 -4.873  0.12
C: -0.953 5.020 -3.205  -0.04
H: -1.419 5.955 -3.484  0.12
C: -1.362 4.354 -2.059  -0.04
H: -2.142 4.771 -1.437  0.12
C: -0.762 3.156 -1.702  -0.07
H: -1.056 2.642 -0.799  0.10
V: 0.136 -0.326 2.482  0.17
C: -1.602 -1.160 1.989  -0.22
C: -2.026 -1.157 0.695  -0.38
H: -2.202 -1.638 2.760  0.04
C: -1.082 -0.537 -0.286  -0.39
O: -1.720 0.393 -1.185  -0.04
H: -1.021 0.768 -1.736  0.00
C: 0.082 0.075 0.483  -0.28
H: -0.679 -1.296 -0.962  0.13
C: 1.008 0.787 -0.221  -0.22
Cl: -0.233 -1.095 4.785  0.12
Cl: 2.311 0.817 2.716  0.09
P: 1.369 -2.332 2.187  0.75
C: 2.234 -2.880 3.694  -0.27
H: 1.504 -3.284 4.388  0.02
H: 2.705 -2.019 4.158  0.04
H: 2.982 -3.634 3.459  0.06
C: 0.357 -3.779 1.714  -0.23
H: -0.113 -3.591 0.752  0.03
H: -0.422 -3.905 2.462  0.05
H: 0.951 -4.689 1.654  0.06
C: 2.689 -2.291 0.925  -0.23
H: 3.178 -1.321 0.968  0.02
H: 2.251 -2.411 -0.061  0.02
H: 3.423 -3.077 1.091  0.06
P: -3.495 -1.904 0.116  0.91
C: -4.205 -2.988 1.377  -0.16
C: -3.173 -2.893 -1.370  -0.14
H: -4.471 -2.412 2.258  0.07
H: -3.487 -3.751 1.660  0.07
H: -5.102 -3.463 0.987  0.07
H: -2.838 -2.239 -2.171  0.06
H: -4.074 -3.412 -1.688  0.07
H: -2.392 -3.619 -1.162  0.06
C: -4.797 -0.727 -0.352  -0.15
H: -4.974 -0.040 0.471  0.07
H: -5.723 -1.246 -0.591  0.07
H: -4.462 -0.163 -1.217  0.06
H: 1.887 1.125 0.308  0.00
S: -1.061 1.774 2.788  0.77
C: -0.929 1.888 4.407  -0.82
N: -1.955 1.472 5.206  0.05
C: -1.878 1.555 6.563  -0.04
C: -0.733 2.076 7.171  -0.02
C: 0.324 2.515 6.373  0.00
C: 0.229 2.426 4.984  -0.09
H: -2.824 1.076 4.779  0.18
H: -2.704 1.214 7.175  0.14
H: -0.668 2.140 8.249  0.12
H: 1.215 2.924 6.831  0.13
H: 1.050 2.773 4.370  0.09

* energy: -4736.9697 Eh
* HOMO energy (alpha / beta): -13.353 / -13.339 eV
* LUMO level (alpha / beta): -6.6 / -6.1 eV
* total charge: +2
* expectation value of S²: 0.77
* molecular weight: 727.56 u
* spin multiplicity: 2

Number 4 is which compound?
C18H48N4O5

The lowest molecular weight belongs to which entry?
C3H8F2N